A:
This record from the OMol25 dataset describes one molecule with the formula C5H5NOS. The level of theory is ωB97M-V/def2-TZVPD.

Each line ends with the natural charge from an NBO analysis.
Cartesian coordinates (Å):
C -0.196 -0.779 0.397  -0.401
C 1.112 -0.992 -0.154  -0.311
C 1.691 0.201 -0.431  0.148
C -0.175 0.875 0.505  0.020
C -1.443 1.539 -0.056  0.255
H -1.630 -1.096 -1.440  0.117
H -0.197 -0.939 1.542  0.243
H 1.569 -1.948 -0.225  0.242
H 2.568 0.368 -0.920  0.200
H 0.137 1.085 1.622  0.218
N -2.551 1.809 -0.322  -0.292
O 0.836 1.330 -0.322  -0.488
S -1.723 -1.455 -0.198  0.048

## Properties
E_LUMO = 0.0160 Ha
SMILES = N#C[C@@H]1OC=C[C@@H]1S
Charge = 0
Highest occupied orbital energy = -9.5 eV
2S+1 = 1



B:
This record from the OMol25 dataset describes one molecule with the formula C5H5NOS. The level of theory is ωB97M-V/def2-TZVPD.

Each line ends with the natural charge from an NBO analysis.
Cartesian coordinates (Å):
C 0.182 0.584 0.644  -0.321
C -0.765 1.368 -0.389  -0.482
C 0.235 0.836 -1.495  0.627
C 1.077 -0.030 -0.459  -0.475
C 0.475 -1.351 -0.506  0.281
H -1.445 -1.288 1.713  0.178
H 0.671 1.550 1.028  0.250
H -0.619 2.507 -0.127  0.242
H -1.713 1.098 -0.423  0.230
H 2.278 -0.260 -0.228  0.298
N -0.365 -2.283 -0.241  -0.330
O 0.427 1.180 -2.655  -0.465
S -0.453 -0.345 2.137  -0.032

## Properties
E_LUMO = -0.0115 Ha
SMILES = N#C[C@H]1C(=O)C[C@H]1S
Charge = 0
Highest occupied orbital energy = -9.6 eV
2S+1 = 1



C:
This record from the OMol25 dataset describes one molecule with the formula C5H5NOS. The level of theory is ωB97M-V/def2-TZVPD.

Each line ends with the natural charge from an NBO analysis.
Cartesian coordinates (Å):
C -2.146 -0.482 0.041  -0.691
C -0.623 -0.927 -0.100  -0.046
C 0.546 -0.119 -0.157  0.151
C 2.648 0.233 0.071  0.433
C 0.711 1.275 -0.057  -0.047
H -2.770 -1.455 -0.249  0.222
H -2.485 -0.094 1.022  0.253
H -2.262 0.524 -0.670  0.266
H -0.505 -1.943 0.058  0.200
H 3.628 -0.004 -0.122  0.200
N 2.016 1.466 -0.083  -0.486
O 1.772 -0.770 0.180  -0.425
S -0.531 2.297 0.064  -0.029

## Properties
E_LUMO = -0.0511 Ha
SMILES = C/C=C1/OC=NC1=S
Charge = 0
Highest occupied orbital energy = -8.5 eV
2S+1 = 1



Computed relative energies in units of hartree: A 0.0000; B 0.0592; C 0.0217



A:
This record from the OMol25 dataset describes a 2-piece molecular cluster, C5H16N3 overall. The level of theory is ωB97M-V/def2-TZVPD.

Each line ends with the natural charge from an NBO analysis.
Cartesian coordinates (Å):
C 1.150 2.364 0.691  -0.329
N 2.346 2.989 0.217  -0.189
C 0.175 2.083 -0.468  -0.246
N -1.091 1.434 0.040  -0.675
H 0.673 3.025 1.434  0.312
H 1.418 1.425 1.184  0.300
H 2.266 3.653 -0.567  0.433
H 3.017 3.366 0.902  0.451
H 0.569 1.445 -1.253  0.272
H -0.175 3.000 -0.938  0.253
H -1.808 1.353 -0.691  0.478
H -0.966 0.475 0.404  0.468
H -1.464 2.000 0.813  0.451
C 0.899 -2.972 -0.717  -0.604
C -0.347 -2.211 -0.271  -0.242
C -2.411 -2.688 0.672  -0.031
N -1.193 -2.993 0.598  -0.376
H 1.459 -2.352 -1.421  0.197
H 1.578 -3.205 0.096  0.227
H 0.636 -3.890 -1.234  0.244
H -0.823 -1.823 -1.186  0.170
H 0.043 -1.343 0.306  0.113
H -2.880 -1.912 0.044  0.113
H -3.072 -3.222 1.345  0.208

## Properties
⟨S²⟩ = 0.754
E_LUMO (spin up / spin down) = -0.2767 / -0.4864 Ha
Charge = +2
Highest occupied orbital energy (spin up / spin down) = -15.3 / -15.3 eV
2S+1 = 2



B:
This record from the OMol25 dataset describes a 2-piece molecular cluster, C5H16N3 overall. The level of theory is ωB97M-V/def2-TZVPD.

Each line ends with the natural charge from an NBO analysis.
Cartesian coordinates (Å):
C 1.738 0.987 1.107  -0.200
C 0.872 1.397 -0.101  -0.639
C 0.016 -0.642 2.309  0.621
N 0.748 0.548 2.262  -0.177
N 0.326 -1.765 1.612  -0.666
N -1.050 -0.532 3.056  -0.603
H 2.362 0.052 0.950  0.258
H 2.208 1.856 1.403  0.277
H 1.186 2.361 -0.525  0.305
H -0.137 1.652 0.255  0.235
H 0.285 1.428 2.733  0.467
H 1.011 -1.828 0.925  0.450
H -0.119 -2.617 1.853  0.457
H -1.287 0.388 3.409  0.445
H -1.527 -1.297 3.376  0.452
H 0.670 0.699 -0.898  0.292
C -0.363 -0.072 -2.591  -0.591
C -1.473 -0.637 -3.430  -0.607
H 0.156 0.800 -2.978  0.222
H -0.792 0.171 -1.663  0.163
H 0.457 -0.743 -2.191  0.168
H -2.006 0.276 -3.591  0.224
H -1.253 -1.052 -4.389  0.238
H -2.031 -1.430 -2.893  0.211

## Properties
⟨S²⟩ = 0.759
E_LUMO (spin up / spin down) = -0.3165 / -0.5154 Ha
Charge = +2
Highest occupied orbital energy (spin up / spin down) = -17.2 / -17.2 eV
2S+1 = 2



Computed relative energies in units of hartree: A 0.0000; B 0.0113



A:
This record from the OMol25 dataset describes a 2-piece molecular cluster, C2H4S3 overall. The level of theory is ωB97M-V/def2-TZVPD.

Each line ends with the natural charge from an NBO analysis.
Cartesian coordinates (Å):
C 1.969 -0.318 -0.858  -0.460
C -1.830 0.103 0.439  -0.753
S 2.800 -1.021 -2.035  0.193
S 1.585 0.222 0.603  0.280
S -1.136 -0.360 -1.188  0.012
H -1.788 1.188 0.459  0.214
H -1.442 -0.313 1.245  0.202
H -2.874 -0.060 0.271  0.239
H 2.716 0.559 1.063  0.073

## Properties
E_LUMO (spin up / spin down) = -0.0552 / -0.0243 Ha
Charge = 0
Highest occupied orbital energy (spin up / spin down) = -7.6 / -8.9 eV
2S+1 = 1



B:
This record from the OMol25 dataset describes one molecule with the formula C2H4S3. The level of theory is ωB97M-V/def2-TZVPD.

Each line ends with the natural charge from an NBO analysis.
Cartesian coordinates (Å):
C 0.945 -0.219 0.921  -0.482
C -0.007 0.166 -0.407  -0.464
S 1.747 -0.153 -0.688  0.221
S -1.111 -1.036 -1.074  0.074
S -0.758 1.899 -0.205  0.002
H 1.053 0.570 1.518  0.208
H 0.563 -1.135 1.290  0.209
H -0.808 -1.811 -0.141  0.102
H -1.624 1.718 -1.213  0.131

## Properties
E_LUMO = 0.0212 Ha
SMILES = SC1(S)CS1
Charge = 0
Highest occupied orbital energy = -8.9 eV
2S+1 = 1



Computed relative energies in units of hartree: A 0.0676; B 0.0000



A:
This record from the OMol25 dataset describes a 2-piece molecular cluster, C6H12N4O2 overall. The level of theory is ωB97M-V/def2-TZVPD.

Each line ends with the natural charge from an NBO analysis.
Cartesian coordinates (Å):
C -1.125 0.882 -2.487  0.639
C -1.863 1.332 -1.394  -0.447
C -3.025 1.824 -1.978  -0.023
C -1.174 -0.794 2.289  -0.607
C -0.300 -1.664 1.412  -0.229
C 1.966 -1.320 1.167  0.260
H 0.258 1.092 -3.694  0.499
H -1.529 1.354 -0.374  0.244
H -3.813 2.427 -1.525  0.224
H -1.736 -0.073 1.692  0.204
H -0.541 -0.146 2.921  0.207
H -1.829 -1.420 2.895  0.205
H 0.112 -2.496 1.999  0.151
H -0.892 -2.103 0.600  0.186
H 2.116 -2.319 1.574  0.144
H 3.992 -1.159 1.010  0.371
H 3.241 1.329 1.230  0.344
H 3.896 0.806 -0.151  0.350
N -3.055 1.550 -3.257  -0.173
N 0.796 -0.847 0.885  -0.497
N 3.140 -0.636 0.998  -0.460
N 3.114 0.650 0.468  -0.628
O 0.167 0.950 -2.746  -0.635
O -1.915 0.780 -3.534  -0.330

## Properties
E_LUMO = 0.0264 Ha
SMILES = CC/N=C/NN.Oc1ccno1
Charge = 0
Highest occupied orbital energy = -8.4 eV
2S+1 = 1



B:
This record from the OMol25 dataset describes C6H12N4O2 as an isolated structure. The level of theory is ωB97M-V/def2-TZVPD.

Each line ends with the natural charge from an NBO analysis.
Cartesian coordinates (Å):
C 0.762 -2.227 0.693  -0.243
C 1.722 -0.140 0.362  0.097
C -0.630 0.171 -0.737  0.659
C -0.338 2.292 0.598  0.082
C -0.568 1.462 2.750  -0.418
C -1.036 -1.436 -2.376  0.385
H 0.207 -2.084 1.746  0.173
H 0.134 -1.930 -0.163  0.190
H 1.161 -3.152 0.723  0.201
H 2.570 0.560 0.256  0.195
H 1.316 0.269 1.309  0.180
H 1.381 -0.248 -1.600  0.426
H -2.325 1.211 0.331  0.464
H 0.284 2.695 -0.381  0.240
H -1.146 3.087 0.823  0.176
H 0.281 0.573 3.373  0.208
H -0.886 2.661 3.488  0.188
H -1.446 0.950 1.605  0.292
N 0.791 0.220 -0.757  -0.686
N -1.208 1.120 0.187  -0.706
N -1.400 -0.428 -1.673  -0.593
N -0.913 -2.368 -3.062  -0.401
O 1.905 -1.374 0.471  -0.513
O 0.358 1.982 1.766  -0.595

## Properties
E_LUMO = 0.0038 Ha
Charge = 0
Highest occupied orbital energy = -9.1 eV
2S+1 = 1



Computed relative energies in units of hartree: A 0.0000; B 0.1826



A:
This record from the OMol25 dataset describes a 2-piece molecular cluster, C4H9N overall. The level of theory is ωB97M-V/def2-TZVPD.

Each line ends with the natural charge from an NBO analysis.
Cartesian coordinates (Å):
C 2.072 -0.401 -0.523  -0.399
N 1.382 0.243 0.585  -0.680
C 0.045 0.661 0.414  -0.097
C -2.374 0.170 0.207  -0.495
C -0.983 -0.193 0.283  -0.301
H 1.694 -1.423 -0.639  0.162
H 1.731 0.114 -1.426  0.192
H 3.153 -0.312 -0.436  0.199
H 1.710 0.031 1.512  0.370
H -1.617 0.206 -1.254  0.213
H -0.187 1.726 0.442  0.167
H -3.025 -0.441 -0.401  0.218
H -2.804 0.888 0.892  0.226
H -0.797 -1.269 0.345  0.224

## Properties
E_LUMO = 0.0131 Ha
Charge = 0
Highest occupied orbital energy = -7.6 eV
2S+1 = 1



B:
This record from the OMol25 dataset describes a 2-piece molecular cluster, C4H9N overall. The level of theory is ωB97M-V/def2-TZVPD.

Each line ends with the natural charge from an NBO analysis.
Cartesian coordinates (Å):
C -3.055 0.561 -0.224  -0.025
C 1.874 0.729 0.664  -0.649
C 1.834 -0.540 -0.217  -0.143
C 0.745 -1.363 -0.316  -0.458
N -2.154 -0.226 0.159  -0.603
H -3.277 0.902 -1.188  0.141
H -3.762 0.977 0.484  0.147
H 2.490 0.726 1.548  0.220
H 2.320 1.505 -0.018  0.203
H 0.895 1.050 0.840  0.210
H 2.808 -0.559 -0.650  0.191
H -1.477 -0.389 -0.595  0.342
H 0.827 -2.203 -0.916  0.201
H -0.067 -1.171 0.428  0.223

## Properties
E_LUMO = 0.0406 Ha
SMILES = C=CC.C=N
Charge = 0
Highest occupied orbital energy = -9.5 eV
2S+1 = 1



Computed relative energies in units of hartree: A 0.1013; B 0.0000